Version a
{
  "formula": "C3HN2O3",
  "method": "ωB97M-V with the def2-TZVPD basis set",
  "homo_lumo_gap_ev": 8.3,
  "total_charge": -1,
  "lumo_energy_ev": 3.8,
  "species": ["C", "C", "C", "N", "N", "O", "O", "O", "H"],
  "xyz": [[-0.919, -1.413, 0.183], [0.382, 0.381, -0.192], [0.654, 1.998, -0.328], [-0.706, -0.122, -0.091], [0.072, -2.217, 0.355], [1.222, 2.371, -1.308], [0.047, 2.443, 0.637], [1.257, -1.719, 0.389], [-2.009, -1.721, 0.355]],
  "nbo_charge": [0.002, 0.376, 0.767, -0.455, -0.058, -0.647, -0.658, -0.496, 0.168]
}

=====

Version b
{
  "formula": "C3HN2O3",
  "method": "ωB97M-V with the def2-TZVPD basis set",
  "homo_lumo_gap_ev": 7.6,
  "total_charge": -1,
  "lumo_energy_ev": 3.6,
  "species": ["C", "C", "C", "N", "N", "O", "O", "O", "H"],
  "xyz": [[0.237, 0.587, 1.167], [1.799, -0.440, -0.450], [-1.725, -0.167, -0.872], [-2.039, 0.413, 0.128], [0.735, -0.101, 0.020], [0.909, 0.666, 2.212], [-1.644, -0.806, -1.869], [2.566, -0.931, -1.141], [-0.837, 0.779, 0.806]],
  "nbo_charge": [0.471, 0.878, 0.685, -0.830, -0.622, -0.617, -0.691, -0.520, 0.245]
}

=====

Most stable one: version b, least stable one: version a.

=====

Version a
{
  "formula": "CH3BrFOP",
  "method": "ωB97M-V with the def2-TZVPD basis set",
  "homo_lumo_gap_ev": [7.5, 7.8],
  "lumo_energy_ev": [-2.8, -2.5],
  "species": ["C", "O", "F", "P", "Br", "H", "H", "H"],
  "xyz": [[0.034, 0.033, -0.278], [-1.722, 3.010, -2.136], [-0.666, -0.189, -2.623], [0.108, 0.953, -1.781], [2.097, 0.722, -2.521], [0.642, 0.469, 0.472], [-1.039, 0.046, -0.020], [0.420, -0.950, -0.700]],
  "nbo_charge": [-1.019, -0.356, -0.573, 1.318, -0.158, 0.255, 0.273, 0.260]
}

=====

Version b
{
  "formula": "CH3BrFOP",
  "method": "ωB97M-V with the def2-TZVPD basis set",
  "homo_lumo_gap_ev": [8.0, 7.8],
  "lumo_energy_ev": [-2.6, -2.6],
  "species": ["C", "O", "F", "P", "Br", "H", "H", "H"],
  "xyz": [[-0.366, 0.608, 0.734], [-0.467, -2.046, -0.243], [2.678, -0.406, -0.401], [-0.051, -0.692, -0.517], [-0.559, -0.001, -2.530], [0.440, 0.542, 1.467], [-0.351, 1.591, 0.273], [-1.323, 0.403, 1.218]],
  "nbo_charge": [-0.986, -0.940, -0.688, 1.854, -0.092, 0.301, 0.276, 0.275]
}

=====

Most stable one: version b, least stable one: version a.

=====

Version a
{
  "formula": "C2H7N4O",
  "method": "ωB97M-V with the def2-TZVPD basis set",
  "homo_lumo_gap_ev": 10.7,
  "total_charge": 1,
  "lumo_energy_ev": -3.9,
  "species": ["C", "C", "N", "N", "N", "N", "O", "H", "H", "H", "H", "H", "H", "H"],
  "xyz": [[0.504, -0.462, 0.640], [-1.346, -0.622, 1.893], [0.553, 1.261, -2.414], [1.672, -0.541, 0.816], [0.548, 0.269, -1.659], [-0.763, -0.538, 0.589], [1.101, 1.497, -3.478], [-0.682, -0.313, 2.604], [-1.524, -1.745, 2.101], [-2.324, -0.040, 1.826], [-0.072, 1.894, -1.917], [2.500, -0.014, 1.060], [1.128, -0.473, -1.939], [-1.294, -0.173, -0.120]],
  "nbo_charge": [0.800, -0.415, 0.239, -0.522, -0.557, -0.559, -0.340, 0.220, 0.238, 0.250, 0.350, 0.482, 0.354, 0.461]
}

=====

Version b
{
  "formula": "C2H7N4O",
  "method": "ωB97M-V with the def2-TZVPD basis set",
  "homo_lumo_gap_ev": 11.1,
  "total_charge": 1,
  "lumo_energy_ev": -3.3,
  "species": ["C", "C", "N", "N", "N", "N", "O", "H", "H", "H", "H", "H", "H", "H"],
  "xyz": [[-0.024, 1.568, 0.454], [-1.932, -1.344, -1.012], [-0.859, 2.453, 0.795], [-2.569, -0.459, -0.441], [0.645, 0.673, 0.041], [2.256, -1.362, 0.233], [-1.235, -2.186, -1.319], [-1.763, 2.285, 0.461], [-0.492, 3.353, 0.916], [-2.896, 0.322, -0.848], [1.774, -0.428, 0.546], [2.917, -1.291, -0.586], [1.329, -1.787, -0.194], [2.849, -1.796, 0.953]],
  "nbo_charge": [0.575, 0.888, -0.794, -0.789, -0.566, -0.948, -0.492, 0.432, 0.436, 0.397, 0.482, 0.447, 0.480, 0.451]
}

=====

Most stable one: version b, least stable one: version a.

=====

Version a
{
  "formula": "C2H7N4O",
  "method": "ωB97M-V with the def2-TZVPD basis set",
  "homo_lumo_gap_ev": 10.2,
  "total_charge": 1,
  "lumo_energy_ev": -4.1,
  "species": ["C", "C", "N", "N", "N", "N", "O", "H", "H", "H", "H", "H", "H", "H"],
  "xyz": [[1.449, -0.115, 0.041], [0.882, 1.253, 0.205], [2.340, -0.785, -0.323], [-0.197, -1.019, 0.820], [-1.795, -0.563, -0.619], [-1.128, -0.257, 0.419], [-0.447, 1.311, 0.097], [1.290, 1.795, 1.122], [1.346, 1.898, -0.499], [2.740, -1.710, -0.367], [-0.278, -1.140, 1.872], [-2.546, 0.020, -0.935], [-1.294, -0.927, -1.384], [-1.762, 0.272, 1.157]],
  "nbo_charge": [0.590, -0.213, -0.505, -0.564, -0.543, 0.134, -0.538, 0.230, 0.275, 0.472, 0.398, 0.415, 0.398, 0.452]
}

=====

Version b
{
  "formula": "C2H7N4O",
  "method": "ωB97M-V with the def2-TZVPD basis set",
  "homo_lumo_gap_ev": 10.2,
  "smiles": "NN1C[NH2+]NC1=O",
  "total_charge": 1,
  "lumo_energy_ev": -4.0,
  "species": ["C", "C", "N", "N", "N", "N", "O", "H", "H", "H", "H", "H", "H", "H"],
  "xyz": [[-1.230, -0.450, -0.084], [0.985, 0.303, -0.473], [-0.326, -1.513, -0.019], [-0.368, 0.744, -0.341], [-0.620, 1.980, 0.255], [1.006, -1.078, 0.180], [-2.401, -0.462, 0.046], [1.238, 0.153, -1.531], [1.685, 1.002, -0.006], [-0.631, -2.416, 0.320], [-1.163, 2.564, -0.377], [-1.128, 1.895, 1.134], [1.684, -1.701, -0.287], [1.269, -1.020, 1.183]],
  "nbo_charge": [0.762, -0.055, -0.490, -0.330, -0.633, -0.342, -0.483, 0.224, 0.259, 0.445, 0.386, 0.373, 0.452, 0.432]
}

=====

Most stable one: version b, least stable one: version a.